The following is a quantum chemistry calculation of the molecule C5H4ClFO at a distorted geometry, from the Open Molecules 2025 dataset.

```
12
Properties=species:S:1:pos:R:3
F -0.56358 2.32269 -1.03140
H -1.87450 0.28889 -0.16127
C -0.06590 1.06262 -0.61476
H 1.27649 -2.36089 0.30999
Cl -1.42946 -1.84096 1.80404
C 0.65547 -1.41610 0.13430
C 1.15987 0.70596 -0.87946
H -1.25424 1.34633 1.22054
H 2.01755 0.94854 -1.50957
C -0.45068 -0.91259 0.83290
O 1.49292 -0.60674 -0.51639
C -0.96394 0.46226 0.41108
```

Its lowest unoccupied orbital energy is 0.0256 hartree. As for the SMILES: FC1=COC=C(Cl)C1. The value obtained for the largest force on an atom is 4.27 eV/A. For the orbital gap, the calculation gives 0.334 hartree. The total energy comes out at -828.124623 Ha. The calculation puts the relative energy (zero: lowest compared OMol25 entry of this formula, charge and spin) at 199.6 kJ/mol. Its HOMO energy is -8.4 eV.